No. 1
Here is one molecule with the formula C4H9N3O from OMol25. Energies are from ωB97M-V with the def2-TZVPD basis set.

Computed properties:
Orbital gap ... 9.44 eV
Energy relative to the best compared isomer or geometry (same formula, charge and spin) ... 6.812 eV
Structure (SMILES) ... [H]/N=C(N)\C=C(\N)CO
DFT total energy ... -397.10032 Ha
HOMO ... -8.893 eV
Lowest unoccupied orbital energy ... 0.55 eV

Positions of all 17 atoms, in Å:
H -1.4467 1.2260 -1.6429
N -2.0231 1.1718 -0.6599
C -1.4839 0.1316 -0.1134
N -2.2637 -0.4404 0.9750
C -0.2641 -0.7111 -0.2927
C 0.9299 -0.3408 -0.0556
N 2.1350 -1.1850 -0.0559
C 1.1299 1.1086 -0.4211
O 1.5604 1.8287 0.9213
H -3.3360 -0.5324 0.9557
H -1.7686 -1.4488 0.8297
H -0.6070 -1.6949 -0.1510
H 2.9951 -0.8901 0.3430
H 2.0816 -2.3669 -0.0898
H -0.0674 1.4316 -0.6912
H 1.7710 1.0446 -1.5191
H 0.6577 1.6675 1.6679

No. 2
Here is a 2-piece molecular cluster, C5H10N2O overall from OMol25. Energies are from ωB97M-V with the def2-TZVPD basis set.

Computed properties:
Orbital gap ... 9.65 eV
Energy relative to the best compared isomer or geometry (same formula, charge and spin) ... 0.451 eV
Structure (SMILES) ... CCc1cnc[nH]1.O
DFT total energy ... -381.26885 Ha
HOMO ... -8.894 eV
Lowest unoccupied orbital energy ... 0.75 eV

Positions of all 18 atoms, in Å:
C -0.2849 -2.6619 -1.6811
C -0.1692 -2.3892 -0.1751
C 0.0371 -0.9646 0.1846
C -0.1327 0.1692 -0.5427
N 0.2962 1.2666 0.1829
C 0.7712 0.7752 1.2866
N 0.6216 -0.5715 1.3629
H -1.2267 -2.2663 -2.0676
H -0.0671 -3.7026 -1.9013
H 0.4487 -2.0889 -2.2607
H -1.0628 -2.8095 0.2628
H 0.5528 -3.0548 0.2009
H -0.6039 0.2215 -1.5072
H 1.2742 1.4171 1.9994
H 0.9119 -1.1017 2.1651
O -0.8917 3.9318 -0.2104
H -0.6668 2.9969 -0.2864
H -0.1284 4.5129 -0.2090

No. 3
Here is one molecule with the formula C4H6N2O from OMol25. Energies are from ωB97M-V with the def2-TZVPD basis set.

Computed properties:
Orbital gap ... 9.78 eV
Energy relative to the best compared isomer or geometry (same formula, charge and spin) ... 2.209 eV
Structure (SMILES) ... O=CN1CCC=N1
DFT total energy ... -340.71373 Ha
HOMO ... -9.047 eV
Lowest unoccupied orbital energy ... 0.73 eV

Positions of all 13 atoms, in Å:
O -0.7870 -1.2749 -2.0296
C -1.0470 -0.3134 -1.3205
N -0.2303 0.1129 -0.3490
C -0.5946 1.0021 0.7223
C 0.5115 0.9253 1.7363
C 1.3868 -0.1742 1.0731
N 0.9698 -0.6209 -0.0902
H -1.8918 0.4447 -1.5103
H -0.7513 2.0655 0.2901
H -1.4853 0.7447 1.2674
H 0.2851 0.6942 2.8042
H 1.1059 1.8589 1.7375
H 2.3167 -0.6916 1.4553